1.
This record from the Open Molecules 2025 dataset describes an isolated molecule of C4H6N2O2 at a distorted geometry. The level of theory is wB97M-V/def2-TZVPD.

```
! RIJCOSX wB97M-V def2-TZVPD def2/J DEFGRID3
* xyz 0 1
O 1.41156 -3.03178 0.73010
C 0.78044 -2.25423 -0.00388
N 0.67689 -0.95335 0.11772
N 0.14975 -0.20765 -0.93955
C 0.48252 1.20589 -0.81599
C -0.98400 0.88498 -0.46570
C -1.13979 1.13888 0.92142
O -0.31701 0.51374 1.78724
H 0.14513 -2.72792 -0.85408
H 0.75463 -0.52636 0.98711
H 1.07697 1.25944 0.16716
H 0.85070 1.92720 -1.68600
H -1.82732 1.10235 -1.08094
H -2.06047 1.66882 1.13537
*
```

- Highest occupied orbital energy: -9.65 eV
- Gap between HOMO and LUMO: 0.3344 Ha
- E_tot: -415.85643 Ha
- SMILES: O=CNN1C[C@@H]1C=O
- Energy relative to the best compared isomer or geometry (same formula, charge and spin): 483.6 kJ/mol
- E_LUMO: -0.55 eV

2.
This record from the Open Molecules 2025 dataset describes a cluster of 2 separate species, C4H6N2O2 in total at a distorted geometry. The level of theory is wB97M-V/def2-TZVPD.

```
! RIJCOSX wB97M-V def2-TZVPD def2/J DEFGRID3
* xyz 0 1
C 1.15551 0.64864 0.06004
C -0.23252 0.86623 -0.09024
C -2.21710 -0.42817 -0.13673
C -1.38485 -1.38856 0.37966
H 3.29416 -1.39280 0.54511
H 1.84710 1.56981 -0.25925
H -2.84182 0.40635 0.43203
H -2.65077 -1.07134 -1.20714
H -1.28960 -2.51102 -0.09222
H -1.27969 -1.47557 1.51842
N 1.51600 -0.58131 0.16277
N -0.97328 -0.21827 -0.58130
O 2.83406 -0.32695 -0.18870
O -0.93463 1.81230 0.27825
*
```

- Highest occupied orbital energy: -9.40 eV
- Gap between HOMO and LUMO: 0.3359 Ha
- E_tot: -415.69974 Ha
- Energy relative to the best compared isomer or geometry (same formula, charge and spin): 895.0 kJ/mol
- E_LUMO: -0.26 eV

3.
This record from the Open Molecules 2025 dataset describes an isolated molecule of C4H6N2O2 at a distorted geometry. The level of theory is wB97M-V/def2-TZVPD.

```
! RIJCOSX wB97M-V def2-TZVPD def2/J DEFGRID3
* xyz 0 1
C 0.41889 1.58793 -0.33431
C -0.43333 0.63306 -0.17316
O -1.79956 0.80682 0.10667
C -2.17799 -0.64317 -0.00733
O -1.16064 -1.49067 -0.23976
C -0.02642 -0.71587 -0.12084
N 1.22585 -1.10582 -0.13038
N 2.30279 -0.28487 -0.02682
H 1.42417 1.21407 -0.07980
H 0.39425 2.78411 -0.06740
H -2.74805 -0.59478 -0.91447
H -2.66202 -0.81092 0.94862
H 3.04954 -1.21078 -0.10907
H 2.19250 -0.16910 1.14805
*
```

- Highest occupied orbital energy: -8.80 eV
- Gap between HOMO and LUMO: 0.3438 Ha
- E_tot: -415.80801 Ha
- SMILES: C=C1OCO/C1=N/N
- Energy relative to the best compared isomer or geometry (same formula, charge and spin): 610.7 kJ/mol
- E_LUMO: 0.55 eV

4.
This record from the Open Molecules 2025 dataset describes a structure of composition C4H6N2O2 at a distorted geometry. The level of theory is wB97M-V/def2-TZVPD.

```
! RIJCOSX wB97M-V def2-TZVPD def2/J DEFGRID3
* xyz 0 1
C 2.07455 -0.33378 0.04007
C 0.82199 -1.11016 0.13310
C -0.35903 -0.72347 0.18139
C -2.57857 0.36052 0.01731
H 2.76007 1.51530 -0.34241
H 0.48210 1.52748 -0.22618
H 0.84087 -2.17212 0.06191
H -1.06281 -1.53982 -0.22525
H -0.55083 1.19149 0.68073
H -3.54055 1.39507 -0.20868
N 1.80250 0.96090 0.01186
N -1.11118 0.46677 0.08318
O 3.35859 -0.62373 -0.08643
O -2.93770 -0.91446 -0.12061
*
```

- Highest occupied orbital energy: -9.66 eV
- Gap between HOMO and LUMO: 0.3369 Ha
- E_tot: -415.77175 Ha
- Energy relative to the best compared isomer or geometry (same formula, charge and spin): 705.9 kJ/mol
- E_LUMO: -0.49 eV

5.
This record from the Open Molecules 2025 dataset describes a cluster of 2 separate species, C4H6N2O3 in total at a distorted geometry. The level of theory is wB97M-V/def2-TZVPD.

```
! RIJCOSX wB97M-V def2-TZVPD def2/J DEFGRID3
* xyz 0 1
O 0.58495 1.88641 -0.91108
N -0.12843 1.33101 -0.05202
O -0.19745 2.06701 1.18098
C -0.53012 0.12512 -0.08923
C -0.99008 -0.98667 -0.89864
C -1.25255 -0.91991 0.60180
H -0.57368 2.93922 0.91024
H -0.39082 -1.78860 -1.25156
H -1.96588 -0.94928 -1.39581
H -2.34446 -0.85074 1.05230
H -0.60696 -1.63655 1.16484
N 2.51907 0.13276 -0.45377
C 2.03209 -0.76646 0.11407
O 1.77185 -1.70045 0.78253
H 2.07247 1.11712 -0.75464
*
```

- Highest occupied orbital energy: -9.81 eV
- Gap between HOMO and LUMO: 0.3697 Ha
- E_tot: -491.05887 Ha
- SMILES: [O-][N+](O)=C1CC1.N=C=O
- Energy relative to the best compared isomer or geometry (same formula, charge and spin): 635.5 kJ/mol
- E_LUMO: 0.25 eV

6.
This record from the Open Molecules 2025 dataset describes an isolated molecule of C4H6N2O3 at a distorted geometry. The level of theory is wB97M-V/def2-TZVPD.

```
! RIJCOSX wB97M-V def2-TZVPD def2/J DEFGRID3
* xyz 0 1
H -2.12159 -1.63533 -0.01152
N -2.23443 -0.72334 -0.41899
C -1.33842 0.04202 -0.02292
N -1.16445 1.32272 -0.66629
C -0.09829 -0.17280 0.85905
O 0.00041 -1.51295 1.32541
C 1.25303 0.39996 0.36962
O 1.68073 1.45629 0.82023
C 2.09004 -0.28423 -0.72703
O 1.71477 -1.39885 -1.08878
H -0.84498 2.15472 -0.21370
H -1.87618 1.63730 -1.39258
H -0.29661 0.47284 1.76224
H 0.29521 -2.01952 0.50801
H 2.94078 0.26116 -1.10275
*
```

- Highest occupied orbital energy: -9.90 eV
- Gap between HOMO and LUMO: 0.3243 Ha
- E_tot: -491.20610 Ha
- SMILES: [H]/N=C(/N)[C@@H](O)C(=O)C=O
- Energy relative to the best compared isomer or geometry (same formula, charge and spin): 248.9 kJ/mol
- E_LUMO: -1.08 eV

7.
This record from the Open Molecules 2025 dataset describes an isolated molecule of C4H6N2O3 at a distorted geometry. The level of theory is wB97M-V/def2-TZVPD.

```
! RIJCOSX wB97M-V def2-TZVPD def2/J DEFGRID3
* xyz 0 1
C 1.87403 -1.32726 0.25302
N 1.16163 -0.31695 -0.47495
O 1.27313 0.79675 0.39627
C -0.06863 1.14001 0.73585
O -0.29414 2.23669 1.08443
C -0.96900 0.19232 0.04947
O -2.33372 0.31495 0.05291
C -0.18581 -0.70525 -0.60035
N -0.45839 -1.83090 -1.38834
H 1.26805 -1.66591 1.04544
H 2.81500 -1.04573 0.62627
H 2.04604 -2.19518 -0.40373
H -2.52132 1.13119 0.60706
H -0.12991 -1.71437 -2.38092
H -1.46627 -2.06108 -1.34790
*
```

- Highest occupied orbital energy: -8.66 eV
- Gap between HOMO and LUMO: 0.3415 Ha
- E_tot: -491.18338 Ha
- SMILES: Cn1oc(=O)c(O)c1N
- Energy relative to the best compared isomer or geometry (same formula, charge and spin): 308.6 kJ/mol
- E_LUMO: 0.63 eV

8.
This record from the Open Molecules 2025 dataset describes a cluster of 2 separate species, C4H6N2O8 in total at a distorted geometry. The level of theory is wB97M-V/def2-TZVPD.

```
! RIJCOSX wB97M-V def2-TZVPD def2/J DEFGRID3
* xyz 0 1
O 1.89103 0.23550 -1.42224
N 2.00715 -0.49122 -0.50827
O 3.00696 -0.76174 0.09712
C 0.68773 -1.08828 -0.03287
O 0.87402 -1.85956 0.98463
C -0.41011 -0.80284 -0.72327
C -1.73023 -1.37009 -0.22624
O -2.45872 -1.79256 -1.34140
N -2.39469 -0.16226 0.31800
O -2.29696 -0.01883 1.49475
O -2.97637 0.59885 -0.48806
H 1.79868 -1.74293 1.48784
H -0.34841 0.02816 -1.42997
H -1.49434 -2.24984 0.39951
H -2.54627 -0.94050 -1.93660
O 1.38664 1.29950 1.39525
C 1.05692 2.39445 1.05589
O 1.46753 3.02034 -0.01922
H 0.38745 3.17351 1.48198
H 2.09199 2.53032 -0.58683
*
```

- Highest occupied orbital energy: -10.19 eV
- Gap between HOMO and LUMO: 0.3469 Ha
- E_tot: -867.22132 Ha
- SMILES: O=[N+]([O-])/C(O)=C/[C@H](O)[N+](=O)[O-].O=CO
- Energy relative to the best compared isomer or geometry (same formula, charge and spin): 0.0 kJ/mol
- E_LUMO: -0.75 eV